Record 1
The following is a DFT calculation (ωB97M-V with the def2-TZVPD basis set) of a molecular structure, C6H12S in a non-equilibrium geometry.

Results
net charge: 0
LUMO energy: 0.5 eV
total energy: -633.69858 Ha
Kohn-Sham gap: 0.3192 Ha

The geometry in XYZ format:
```
19
C6H12S ωB97M-V with the def2-TZVPD basis set
S -1.620 -0.817 -0.740
C 1.178 -1.858 -0.028
C 2.335 0.507 -0.081
C 1.097 -0.339 -0.036
C -0.171 0.031 -0.133
C -2.698 -0.147 0.505
C -0.592 1.577 -0.358
H 0.162 -2.241 0.618
H 2.127 -2.406 0.476
H 3.096 -0.091 0.757
H -0.760 2.334 0.742
H 0.416 2.136 -1.091
H 2.595 0.566 -1.390
H -3.194 -1.216 1.256
H -3.731 0.526 0.001
H 1.015 -2.254 -1.129
H -1.582 1.593 -0.948
H 2.200 1.527 0.089
H -1.874 0.570 1.488
```

These are the natural (NBO) partial charges, in e, on atoms 1 to 2: atom 1 (S): 0.255, atom 2 (C): -0.655


Record 2
The following is a DFT calculation (ωB97M-V with the def2-TZVPD basis set) of a molecular structure, H8NaO4.

Results
net charge: +1
LUMO energy: -3.5 eV
total energy: -467.90689 Ha
Kohn-Sham gap: 0.4494 Ha

The geometry in XYZ format:
```
13
H8NaO4 ωB97M-V with the def2-TZVPD basis set
Na -0.802 -0.432 0.113
O 1.409 -1.319 0.511
O -0.790 1.959 -0.843
O 0.103 -0.768 -2.268
O -0.816 0.201 2.591
H -1.533 0.449 3.174
H -1.676 2.199 -0.573
H 1.867 -1.866 -0.127
H 0.995 -1.100 -2.165
H 0.115 -0.302 -3.103
H -0.757 2.175 -1.775
H 1.925 -1.402 1.313
H -0.039 0.205 3.151
```

These are the natural (NBO) partial charges, in e, on atoms 1 to 2: atom 1 (Na): 0.973, atom 2 (O): -0.979


Record 3
The following is a DFT calculation (ωB97M-V with the def2-TZVPD basis set) of 2 unconnected molecules or ions with the total composition C8H12NO2 in a non-equilibrium geometry.

Results
net charge: -1
LUMO energy: 3.5 eV
total energy: -517.22084 Ha
Kohn-Sham gap: 0.2928 Ha

The geometry in XYZ format:
```
23
C8H12NO2 ωB97M-V with the def2-TZVPD basis set
O -2.247 -2.460 0.138
O -3.096 -1.195 1.891
N -3.322 1.354 0.276
C 0.545 0.891 -0.357
C -0.259 -0.381 -0.282
C 0.286 -1.436 0.558
C -1.873 3.300 -0.162
C 1.860 0.797 -1.164
C -0.915 -0.688 1.027
C -2.270 -1.554 1.034
C -2.538 2.252 0.120
H 1.012 0.947 0.678
H -0.046 -2.468 0.263
H 2.156 1.885 -1.291
H -3.240 0.617 0.926
H 2.518 0.043 -0.736
H -1.001 -0.516 -1.056
H -0.764 0.153 1.611
H 1.625 0.370 -2.136
H -0.020 1.778 -0.639
H 1.256 -1.474 1.003
H -1.070 3.295 -0.989
H -2.046 4.336 0.169
```

These are the natural (NBO) partial charges, in e, on atoms 1 to 2: atom 1 (O): -0.781, atom 2 (O): -0.776


Record 4
The following is a DFT calculation (ωB97M-V with the def2-TZVPD basis set) of a gas-phase ion, C5H13N2 (charge +1) in a non-equilibrium geometry.

Results
net charge: +1
SMILES: NC[C@@H]([NH3+])C1CC1
LUMO energy: -3.1 eV
total energy: -307.50884 Ha
Kohn-Sham gap: 0.4165 Ha

The geometry in XYZ format:
```
20
C5H13N2 ωB97M-V with the def2-TZVPD basis set
N 2.356 0.561 0.630
N 0.880 -1.489 0.096
C 0.275 -0.272 -0.534
C -0.981 0.141 0.430
C -2.130 0.871 -0.217
C -2.287 -0.607 0.150
C 1.484 0.796 -0.530
H 1.492 -1.075 0.867
H -0.089 -0.356 -1.610
H 1.310 -2.089 -0.565
H -3.071 -0.961 0.826
H -2.175 -1.217 -0.773
H 1.779 0.877 -1.581
H 0.166 -2.023 0.660
H 1.840 1.005 1.408
H 3.302 0.951 0.708
H -0.590 0.483 1.410
H -2.743 1.616 0.257
H -1.815 0.969 -1.205
H 0.998 1.822 -0.427
```

These are the natural (NBO) partial charges, in e, on atoms 1 to 2: atom 1 (N): -0.882, atom 2 (N): -0.717


Record order is preserved below.
HOMO: -8.16 -15.74 -4.51 -14.43 eV
Record order is preserved below.
Relative energy (zero: lowest compared OMol25 entry of this formula, charge and spin): 751.1 33.9 138.0 296.1 kJ/mol